# 1
Below is a molecular structure, C52H56As2KN2O5P at a distorted geometry, with properties calculated with ωB97M-V/def2-TZVPD.

Results
Total charge   -2
E_LUMO   3.7361 eV
Energy   -7913.6917 Ha
Energy above the lowest of the compared OMol25 structures with the same formula, charge and spin   0.0000 eV

Each line ends with the Mulliken charge.
Element x y z (Å)
K 1.44646 0.97323 0.40129  1.788
O -0.07427 4.11736 4.01931  -0.863
C -0.19050 3.55419 2.91529  0.071
O -1.13480 3.64259 2.08376  -0.477
C 0.91709 2.57576 2.46156  0.740
O 1.83471 3.00526 1.71292  -0.791
O 0.77563 1.35064 2.75947  -0.641
C -2.57010 1.18228 0.10105  -1.236
C -1.50517 0.19664 0.56032  2.382
As -2.05002 -0.94078 2.08695  0.456
C -3.44547 -1.96406 1.15082  -0.023
C -4.30625 -2.75960 1.90850  -0.589
C -5.25867 -3.56697 1.30557  -0.570
C -5.36072 -3.60619 -0.07950  -0.430
C -4.50385 -2.83154 -0.84660  -0.886
C -3.55565 -2.01830 -0.23690  -0.117
C -3.22591 0.27978 3.06756  0.086
C -2.60494 1.16384 3.94254  0.047
C -3.34812 2.12399 4.61883  -0.545
C -4.72241 2.18042 4.44901  -0.486
C -5.35330 1.28910 3.59017  -0.778
C -4.60780 0.34816 2.89518  -0.215
As -2.58538 1.75311 -1.79114  0.324
C -1.24750 3.17498 -1.87074  0.137
C -0.40819 3.49428 -0.81449  1.167
C 0.46583 4.57194 -0.89719  -0.571
C 0.52752 5.32034 -2.06201  -0.640
C -0.28248 4.98638 -3.14312  -0.758
C -1.16532 3.92153 -3.04583  -0.879
C -4.10235 2.97336 -1.48627  0.354
C -4.04355 3.96392 -0.50440  -0.152
C -5.13931 4.77947 -0.26721  -0.839
C -6.30533 4.62224 -1.00836  -0.396
C -6.37266 3.64231 -1.98648  -0.498
C -5.27356 2.82208 -2.21981  -0.590
H -2.52955 2.06643 0.74166  0.565
H -3.57511 0.76083 0.20178  0.889
H -0.64479 0.74775 0.94266  -3.274
H -1.15239 -0.49072 -0.21249  0.604
H -4.23401 -2.73747 2.99122  0.423
H -5.92109 -4.16872 1.91713  0.370
H -6.10151 -4.23758 -0.55552  0.357
H -4.57075 -2.85355 -1.92795  0.421
H -2.90082 -1.42195 -0.86164  0.365
H -1.52571 1.14616 4.05272  0.151
H -2.82433 2.85330 5.22387  0.391
H -5.30229 2.93767 4.96466  0.335
H -6.42628 1.34191 3.43950  0.364
H -5.10833 -0.32121 2.20515  0.269
H -0.44233 2.95018 0.11857  -0.262
H 1.08905 4.78591 -0.03635  0.510
H 1.20949 6.16002 -2.13634  0.353
H -0.22975 5.56123 -4.06117  0.352
H -1.80484 3.67582 -3.88892  0.357
H -3.14348 4.09476 0.09011  0.296
H -5.08228 5.53480 0.50705  0.434
H -7.16052 5.26030 -0.81757  0.352
H -7.27975 3.51076 -2.56543  0.371
H -5.32998 2.05072 -2.98087  0.334
O -0.18260 -0.65962 -2.45924  -0.069
C 0.11501 -0.10044 -3.70687  -1.226
C 1.18289 0.97516 -3.68359  0.826
C 1.79425 1.37562 -4.86916  -1.114
C 2.76566 2.35823 -4.82260  -0.433
C 3.10447 2.90693 -3.59456  -1.002
C 2.44311 2.44313 -2.47062  -0.358
N 1.50286 1.50335 -2.51129  1.005
H 0.66680 -0.89631 -2.02768  -0.433
H -0.81326 0.34157 -4.08511  0.454
H 0.42876 -0.86863 -4.42915  0.377
H 1.51498 0.90776 -5.80594  0.465
H 3.25900 2.68708 -5.72959  0.397
H 3.85965 3.67643 -3.50597  0.461
H 2.66634 2.84795 -1.48772  0.332
N 4.07342 -6.02517 -7.40716  -0.603
C 3.85190 -5.32997 -6.51536  0.105
C 3.58174 -4.46658 -5.40865  0.536
C 2.26728 -4.24801 -4.98433  -0.779
C 2.01146 -3.41272 -3.91828  -0.250
C 3.05568 -2.75965 -3.23515  0.769
C 4.37120 -2.99313 -3.67609  -0.237
C 4.63134 -3.82960 -4.74003  -0.808
C 2.78300 -1.88984 -2.14951  -0.360
C 2.54496 -1.13102 -1.20217  -0.986
H 1.45267 -4.74100 -5.49942  0.420
H 0.99519 -3.24315 -3.58514  0.613
H 5.18136 -2.49513 -3.16057  0.502
H 5.64951 -3.99746 -5.06752  0.417
C 1.24071 -1.34002 4.53359  -1.191
C 2.65232 -1.59689 3.99410  0.665
C 3.28200 -2.78137 4.72978  -1.782
P 2.59531 -1.57286 2.12307  0.597
C 4.34939 -1.12046 1.64144  0.945
C 5.49884 -1.61292 2.52141  -1.861
C 4.45105 0.40283 1.50965  -1.042
C 2.43219 -3.33015 1.52061  1.403
C 1.11894 -3.92726 2.03048  -1.460
C 3.58576 -4.32049 1.66496  -1.739
H 1.27114 -1.20692 5.62045  0.502
H 0.57777 -2.18255 4.32005  0.227
H 0.81455 -0.44494 4.08177  0.008
H 3.24105 -0.69754 4.21647  0.520
H 2.68380 -3.68469 4.59316  0.225
H 3.30625 -2.57371 5.80526  0.476
H 4.29790 -3.00019 4.40915  0.267
H 4.45058 -1.55031 0.63981  0.082
H 5.44263 -1.17438 3.52074  0.328
H 6.45471 -1.30105 2.08646  0.480
H 5.52015 -2.69586 2.62883  0.320
H 4.15538 0.90814 2.43318  0.260
H 3.82468 0.80402 0.71553  -0.061
H 5.48205 0.69385 1.28353  0.483
H 2.30613 -3.14496 0.44774  -0.464
H 1.18256 -4.20029 3.08660  0.178
H 0.87043 -4.83376 1.47014  0.500
H 0.29229 -3.22198 1.92194  0.174
H 3.82257 -4.53759 2.70771  0.200
H 4.48866 -3.95334 1.17584  0.322
H 3.31723 -5.26731 1.18311  0.504

# 2
Below is a molecular structure, C52H57GeMoNPSi2 at a distorted geometry, with properties calculated with ωB97M-V/def2-TZVPD.

Results
Total charge   -1
E_LUMO (alpha / beta)   2.5728 / 2.5714 eV
Spin multiplicity   3
Energy   -5135.9731 Ha
Energy above the lowest of the compared OMol25 structures with the same formula, charge and spin   0.4080 eV
Expectation value of S²   2.0289

Each line ends with the Mulliken spin population.
Element x y z (Å)
Mo 0.11131 0.38504 0.20450  2.149
C 1.13857 3.12456 2.83931  -0.037
C 1.94915 3.96474 1.88441  -0.022
C 2.86571 4.88289 2.39480  0.000
C 3.63631 5.68785 1.56494  0.000
C 3.49811 5.58162 0.19084  0.001
C 2.59440 4.66451 -0.33280  0.009
C 1.81605 3.85177 0.48845  -0.007
P 0.58096 2.68140 -0.27313  -0.182
C 1.30364 2.40699 -1.93759  0.013
C 2.16231 1.28236 -1.82423  -0.022
C 2.68933 0.73310 -2.99377  -0.016
C 2.36731 1.27099 -4.23206  -0.006
C 1.52696 2.36904 -4.32662  0.009
C 0.98224 2.95392 -3.18168  0.013
C 0.05634 4.13671 -3.33932  -0.001
C -0.87101 3.76932 -0.34126  0.038
C -0.96763 5.15223 -0.25067  -0.001
C -2.22103 5.74391 -0.16664  0.000
C -3.36245 4.94400 -0.16776  -0.001
C -3.26008 3.56295 -0.26802  0.005
C -2.00578 2.95652 -0.36706  0.065
C -1.76930 1.48240 -0.50314  0.061
H 1.44752 3.31103 3.86949  0.003
H 1.25120 2.06208 2.62155  0.033
H 0.07167 3.34191 2.74982  -0.004
H 2.97514 4.96502 3.47143  0.000
H 4.34214 6.39027 1.99240  0.000
H 4.09337 6.19955 -0.47072  0.000
H 2.50197 4.56003 -1.40970  -0.001
H 2.66397 1.61364 0.20420  -0.046
H 3.35738 -0.11836 -2.93956  0.004
H 2.77865 0.83088 -5.13397  0.000
H 1.27960 2.77996 -5.30018  0.000
H -0.05723 4.38842 -4.39511  0.000
H 0.43231 5.02013 -2.81705  0.000
H -0.93261 3.93009 -2.92950  0.001
H -0.07309 5.76622 -0.22264  -0.001
H -2.31057 6.82000 -0.08152  0.000
H -4.33946 5.40533 -0.08243  0.000
H -4.15398 2.94738 -0.26784  0.001
H -1.73461 1.24369 -1.57994  -0.021
H -2.62851 0.94673 -0.12200  -0.123
C -0.84280 -1.55530 -2.93033  -0.007
Si -2.19666 -1.73821 -1.64047  0.016
C -2.88881 -3.48362 -1.86644  -0.003
C -3.66700 -0.66083 -2.13511  0.001
C -1.46102 -1.38216 0.01851  0.160
C -0.31875 -2.28460 0.31664  -0.078
C -0.22398 -3.67778 0.29135  -0.017
C 0.90984 -4.30608 0.78656  -0.011
C 1.92676 -3.53120 1.31900  0.034
C 1.80751 -2.15669 1.26708  -0.008
N 0.74257 -1.54530 0.73966  -0.039
Si -2.46956 -1.43278 1.56044  -0.009
C -3.36933 -3.07352 1.78764  0.001
C -1.36432 -1.24838 3.06350  0.047
C -3.82253 -0.13688 1.71062  0.016
H -1.24356 -1.46246 -3.94622  0.000
H -0.17269 -2.42379 -2.91066  0.002
H -0.23631 -0.66718 -2.72089  0.019
H -3.32050 -3.55464 -2.87140  0.000
H -3.68782 -3.68495 -1.14496  0.000
H -2.14126 -4.27588 -1.77270  0.000
H -4.37552 -1.26574 -2.71244  0.000
H -3.35604 0.18391 -2.75529  -0.001
H -4.19933 -0.24750 -1.27659  0.000
H -1.06726 -4.25049 -0.06541  0.003
H 0.98394 -5.38725 0.78494  -0.001
H 2.82036 -3.97372 1.73993  0.001
H 2.56612 -1.51366 1.67620  -0.024
H -2.68610 -3.92613 1.71284  -0.001
H -4.15178 -3.20084 1.03138  0.001
H -3.84740 -3.10785 2.77372  0.000
H -0.76535 -2.15176 3.22827  -0.002
H -1.96415 -1.06515 3.96229  0.005
H -0.67033 -0.41054 2.93408  -0.007
H -4.46393 -0.09760 0.82515  0.002
H -3.41233 0.86370 1.87674  -0.003
H -4.45487 -0.39619 2.56805  -0.001
C 2.39428 0.75997 -0.43512  0.007
Ge 4.08226 -0.13268 -0.22032  -0.030
C 4.35183 -1.97653 -0.82847  0.007
C 5.51557 -2.67927 -0.49737  -0.001
C 5.73043 -3.97263 -0.96494  0.000
C 4.78499 -4.58230 -1.78125  0.000
C 3.62506 -3.89816 -2.12343  0.001
C 3.41226 -2.61017 -1.64803  -0.010
C 4.58477 0.03004 1.68120  0.014
C 4.66879 1.32358 2.21095  -0.006
C 4.98959 1.53651 3.54623  0.000
C 5.24671 0.45473 4.38114  0.000
C 5.17216 -0.83508 3.87470  0.002
C 4.84109 -1.04262 2.53859  0.005
C 5.44947 0.93589 -1.15656  -0.001
C 6.63681 0.40359 -1.66110  0.000
C 7.60331 1.22382 -2.23684  0.000
C 7.39778 2.59589 -2.31759  0.000
C 6.21590 3.14067 -1.82888  0.001
C 5.25502 2.31515 -1.25879  0.002
H 6.26423 -2.21706 0.13844  0.000
H 6.63760 -4.50173 -0.69531  0.000
H 4.95040 -5.58948 -2.14605  0.000
H 2.87680 -4.37358 -2.74746  0.000
H 2.48377 -2.10116 -1.89481  0.008
H 4.47317 2.18614 1.57704  -0.001
H 5.03331 2.54838 3.93338  0.000
H 5.49965 0.61692 5.42234  0.000
H 5.36502 -1.68355 4.52151  0.000
H 4.76978 -2.06095 2.16910  -0.001
H 6.81375 -0.66663 -1.62544  0.000
H 8.51828 0.78918 -2.62273  0.000
H 8.15048 3.23551 -2.76494  0.000
H 6.03825 4.20864 -1.89418  0.000
H 4.33196 2.75481 -0.89555  0.000